Arrangement a

# IMn2

A molecular structure, IMn2 (the ωB97M-V functional and the def2-TZVPD basis, the Open Molecules 2025 dataset).

frontier orbital gap (spin up / spin down)	8.6 / 8.6	eV
HOMO (spin up / spin down)	-24.2 / -24.4	eV
spin multiplicity	11
⟨S²⟩	30.010
net charge	+3

XYZ file:
```
3
Properties=species:S:1:pos:R:3:nbo_charge:R:1
Mn 21.2923 -12.6461 -7.3033 1.747
Mn 23.2051 -12.2009 -3.3193 1.753
I 21.6663 -13.6535 -4.9132 -0.500
```



Arrangement b

# IMn2

A molecular structure, IMn2 (the ωB97M-V functional and the def2-TZVPD basis, the Open Molecules 2025 dataset).

frontier orbital gap (spin up / spin down)	7.9 / 8.0	eV
HOMO (spin up / spin down)	-23.7 / -23.8	eV
spin multiplicity	11
⟨S²⟩	30.011
net charge	+3

XYZ file:
```
3
Properties=species:S:1:pos:R:3:nbo_charge:R:1
Mn -0.8950 -1.8934 0.8771 1.727
Mn 0.3659 2.3092 -0.0015 1.754
I 0.5292 -0.4158 -0.8756 -0.480
```



Computed relative energies in units of kcal/mol: arrangement a 0.0; arrangement b 1.3



Arrangement a

# C4H7N3O

A single C4H7N3O molecule (the ωB97M-V functional and the def2-TZVPD basis, the Open Molecules 2025 dataset).

frontier orbital gap	7.1	eV
HOMO	-8.3	eV

XYZ file:
```
15
Properties=species:S:1:pos:R:3:nbo_charge:R:1
C -1.8035 -1.4232 0.1978 -0.410
N -0.7581 -0.4517 -0.0583 -0.238
N -0.7136 0.2542 -1.2673 -0.571
C 0.9416 1.1984 -0.3710 0.756
N 2.0927 0.6258 -0.8182 -0.853
C 0.0871 0.0181 0.8323 0.064
C 0.7803 -0.1826 1.8964 -0.167
O 0.7437 2.3718 -0.2082 -0.574
H -1.0992 1.1817 -1.0865 0.322
H 2.6740 1.2235 -1.3879 0.407
H 2.0538 -0.3534 -1.0517 0.405
H -2.7218 -0.9479 0.5530 0.200
H -2.0112 -1.9058 -0.7571 0.228
H -1.4530 -2.1442 0.9372 0.212
H 1.1872 0.5352 2.5895 0.218
```



Arrangement b

# C4H7N3O

A single C4H7N3O molecule (the ωB97M-V functional and the def2-TZVPD basis, the Open Molecules 2025 dataset).

frontier orbital gap	9.8	eV
HOMO	-9.5	eV
structure (SMILES)	N/N=C/C(=O)N1CC1

XYZ file:
```
15
Properties=species:S:1:pos:R:3:nbo_charge:R:1
C -0.1204 -0.6580 1.1304 -0.071
C 0.8914 -0.6326 0.0005 0.626
C 1.3221 0.5940 -2.0584 -0.274
C -0.1393 0.8913 -1.6991 -0.228
H -1.3052 -0.9072 3.1012 0.356
H -2.9343 -0.2990 2.4260 0.397
H 0.1659 -0.9097 2.1662 0.157
H 1.8608 0.2535 -3.0524 0.240
H 2.0537 1.2458 -1.3260 0.214
H -0.3193 1.4654 -0.7174 0.218
H -0.8303 0.7050 -2.3911 0.203
N -1.8848 -0.3021 2.4023 -0.678
N -1.2981 -0.2159 1.1066 -0.166
N 0.4420 -0.4009 -1.3168 -0.438
O 2.0958 -0.8294 0.2280 -0.555
```



Computed relative energies in units of kcal/mol: arrangement a 56.7; arrangement b 0.0



Arrangement a

# C4H7N3O

A molecular structure, C4H7N3O (the ωB97M-V functional and the def2-TZVPD basis, the Open Molecules 2025 dataset).

frontier orbital gap	9.4	eV
HOMO	-9.0	eV

XYZ file:
```
15
Properties=species:S:1:pos:R:3:nbo_charge:R:1
C -0.0381 -2.4184 0.5303 -0.645
C -0.0868 -0.9425 0.1153 0.041
C 0.4584 2.2147 1.4595 -0.439
C -0.1908 -0.1297 -1.0228 0.400
H 0.5261 -3.0962 -0.2774 0.238
H 0.6457 -2.4008 1.4890 0.251
H -1.3344 -2.7917 0.7248 0.231
H -0.4190 2.9097 2.0401 0.201
H 1.0556 3.1174 0.8699 0.233
H 0.8623 1.8702 2.4990 0.266
H -0.0671 -0.3415 -3.2996 0.497
N 0.2761 -0.0686 1.1080 -0.244
N 0.0655 1.1729 0.6399 -0.039
N -0.1862 1.1242 -0.6555 -0.290
O -0.4017 -0.9013 -2.2732 -0.700
```



Arrangement b

# C4H7N3O

A single C4H7N3O molecule (the ωB97M-V functional and the def2-TZVPD basis, the Open Molecules 2025 dataset).

frontier orbital gap	9.5	eV
HOMO	-9.4	eV
structure (SMILES)	C/N=C(\C#N)N(C)O

XYZ file:
```
15
Properties=species:S:1:pos:R:3:nbo_charge:R:1
C 1.9708 -1.4002 0.1577 -0.430
C 0.1366 -0.0252 -0.1375 0.322
C 0.9572 1.2427 -0.0985 0.205
C -2.0002 1.0875 0.2364 -0.444
H 2.4948 -0.4317 0.4174 0.198
H 2.1092 -2.1050 0.9295 0.211
H 2.2183 -1.9240 -0.7626 0.215
H -1.9194 1.0679 1.4203 0.202
H -3.0293 0.8766 -0.1481 0.236
H -1.6929 2.0742 -0.2444 0.224
H -0.8764 -1.7755 -0.4230 0.498
N 0.5807 -1.1817 -0.0431 -0.452
N 1.7835 2.1262 0.0085 -0.258
N -1.1943 0.0409 -0.3662 -0.152
O -1.7350 -1.2636 0.0835 -0.576
```



Computed relative energies in units of kcal/mol: arrangement a 22.2; arrangement b 0.0



Arrangement a

# C4H7N3O

A single C4H7N3O molecule (the ωB97M-V functional and the def2-TZVPD basis, the Open Molecules 2025 dataset).

frontier orbital gap	9.5	eV
HOMO	-8.6	eV
structure (SMILES)	CNc1[nH]cnc1O

XYZ file:
```
15
Properties=species:S:1:pos:R:3:nbo_charge:R:1
C -2.4784 0.1585 0.5241 -0.403
C -0.2521 -0.3687 -0.3521 0.191
C 1.8389 -0.9013 0.3167 0.199
C 0.5446 0.7016 -0.3122 0.311
H -2.0047 -0.1207 1.3766 0.208
H -2.4256 1.2639 0.1094 0.197
H -3.4438 -0.2981 0.3893 0.201
H -1.9503 -0.8214 -1.3882 0.361
H 0.3491 -2.4560 -0.1407 0.412
H 2.8022 -1.2694 0.4573 0.200
H 1.1593 2.4087 -0.2415 0.483
N -1.6181 -0.7475 -0.3064 -0.632
N 0.6068 -1.5522 -0.0404 -0.550
N 1.8128 0.4079 0.1819 -0.492
O 0.2482 2.1244 -0.0583 -0.685
```



Arrangement b

# C4H7N3O

A single C4H7N3O molecule (the ωB97M-V functional and the def2-TZVPD basis, the Open Molecules 2025 dataset).

frontier orbital gap	8.8	eV
HOMO	-8.0	eV
structure (SMILES)	COn1cncc1N

XYZ file:
```
15
Properties=species:S:1:pos:R:3:nbo_charge:R:1
C 2.0591 -0.4861 0.3270 -0.269
C -1.2043 -1.5242 -0.1328 0.120
C -2.1042 0.4686 0.0750 -0.160
C -0.8033 0.6774 -0.1204 0.244
H 1.9650 0.5004 0.8165 0.200
H 2.0578 -1.3172 1.1176 0.178
H 2.9857 -0.5318 -0.2143 0.200
H -1.1162 -2.6594 -0.1773 0.220
H -2.9276 1.1913 0.1857 0.210
H -0.3107 2.6501 -0.2731 0.391
H 0.8337 1.5344 -0.7675 0.377
N -0.2108 -0.5818 -0.1549 -0.091
N -2.3649 -0.8781 0.0357 -0.445
N 0.0882 1.7284 -0.1097 -0.818
O 1.0525 -0.7720 -0.6076 -0.356
```



Arrangement c

# C4H7N3O

A single C4H7N3O molecule (the ωB97M-V functional and the def2-TZVPD basis, the Open Molecules 2025 dataset).

frontier orbital gap	10.1	eV
HOMO	-9.4	eV
structure (SMILES)	[H]/N=C(/N)C(=O)N1CC1

XYZ file:
```
15
Properties=species:S:1:pos:R:3:nbo_charge:R:1
C 0.3750 -1.1154 0.9527 0.327
C 0.5532 -0.3965 -0.3869 0.622
C -0.4615 1.3960 -1.5916 -0.239
C -1.2799 1.2589 -0.3264 -0.233
H 1.6912 -1.8513 2.3925 0.403
H 2.3453 -1.2836 0.8758 0.412
H -1.4565 -1.2642 0.7412 0.339
H 0.5388 1.9070 -1.6116 0.225
H -0.9912 1.4517 -2.5413 0.210
H -0.8970 1.6262 0.6701 0.221
H -2.3774 1.1858 -0.4609 0.214
N 1.6064 -1.3231 1.5319 -0.809
N -0.7443 -1.4656 1.4769 -0.674
N -0.5692 0.1466 -0.9029 -0.447
O 1.6672 -0.2726 -0.8196 -0.570
```



Computed relative energies in units of kcal/mol: arrangement a 34.8; arrangement b 31.7; arrangement c 0.0



Arrangement a

# C4H7N3O

A molecular structure, C4H7N3O (the ωB97M-V functional and the def2-TZVPD basis, the Open Molecules 2025 dataset).

frontier orbital gap	7.9	eV
HOMO	-7.0	eV

XYZ file:
```
15
Properties=species:S:1:pos:R:3:nbo_charge:R:1
C 2.0917 -0.2181 -0.3936 -0.701
C -0.7473 -0.5129 0.5958 0.084
C 1.0236 0.1440 0.5734 0.680
C -0.7414 0.9158 0.3668 0.408
N -1.1801 -1.5409 -0.1795 -0.824
N -1.8094 1.5887 -0.1263 -0.789
O 0.5903 -0.7212 1.4566 -0.487
N 0.4501 1.4342 0.6231 -0.658
H -1.5008 -2.3749 0.2879 0.386
H -0.8738 -1.6321 -1.1441 0.365
H -2.7334 1.2431 0.0766 0.403
H -1.7022 2.5777 -0.2871 0.403
H 3.0621 -0.0078 0.0669 0.256
H 2.0186 0.3884 -1.2953 0.240
H 2.0521 -1.2843 -0.6212 0.235
```



Arrangement b

# C4H7N3O

2 unconnected molecules or ions with the total composition C4H7N3O (the ωB97M-V functional and the def2-TZVPD basis, the Open Molecules 2025 dataset).

frontier orbital gap	8.8	eV
HOMO	-7.9	eV
structure (SMILES)	C=C/C=N/N.N=C=O

XYZ file:
```
15
Properties=species:S:1:pos:R:3:nbo_charge:R:1
C -0.7353 0.5223 -0.7810 -0.217
C -0.0168 -0.6987 -0.5391 -0.070
C -0.7189 -0.4465 2.2087 0.879
C -0.5052 1.8219 -0.7177 -0.382
N -0.6672 0.7305 2.4486 -0.775
N 0.9922 -0.5142 0.2396 -0.202
N 1.7080 -1.5614 0.6491 -0.615
O -0.6974 -1.5449 1.8558 -0.546
H -1.7711 0.1466 -0.8986 0.175
H -0.6683 -1.5552 -0.7200 0.178
H 0.5029 2.2847 -0.5918 0.205
H -1.3567 2.4147 -0.8820 0.196
H -0.5250 1.3704 3.2365 0.444
H 2.4778 -1.4524 1.3131 0.378
H 1.1825 -2.3642 0.6652 0.352
```



Computed relative energies in units of kcal/mol: arrangement a 8.0; arrangement b 0.0



Arrangement a

# C4H7N3O

A single C4H7N3O molecule (the ωB97M-V functional and the def2-TZVPD basis, the Open Molecules 2025 dataset).

frontier orbital gap	9.7	eV
HOMO	-9.0	eV
structure (SMILES)	NN1C(=O)[C@@H]2C[C@@]21N

XYZ file:
```
15
Properties=species:S:1:pos:R:3:nbo_charge:R:1
C -0.0851 0.2972 -1.4548 -0.414
C 0.5151 -0.0904 -0.1459 0.271
N -1.2652 -1.2460 1.3216 -0.630
N 1.7018 -0.8105 0.0586 -0.814
C 0.1325 1.3625 -0.3871 -0.365
N -0.5357 -0.1473 0.8849 -0.308
C -0.9656 1.1413 0.6367 0.685
O -1.8605 1.7949 1.0843 -0.554
H -0.6596 -1.8719 1.8450 0.362
H -1.6866 -1.7573 0.5461 0.344
H 2.1843 -0.5134 0.9001 0.374
H 2.3250 -0.7509 -0.7361 0.376
H -1.0946 0.0006 -1.7056 0.216
H 0.5799 0.3391 -2.3070 0.220
H 0.7141 2.2519 -0.5407 0.237
```



Arrangement b

# C4H7N3O

A single C4H7N3O molecule (the ωB97M-V functional and the def2-TZVPD basis, the Open Molecules 2025 dataset).

frontier orbital gap	9.5	eV
HOMO	-9.1	eV
structure (SMILES)	[H]/N=C(\N=C/N)C(C)=O

XYZ file:
```
15
Properties=species:S:1:pos:R:3:nbo_charge:R:1
C -1.7203 0.0836 -1.8944 -0.735
C -0.9681 0.2772 -0.6970 0.520
C -0.0691 -0.7915 -0.1971 0.321
C 0.8090 -0.1304 1.9984 0.349
H -0.7228 -0.3287 -2.4468 0.307
H -1.8032 1.0416 -2.3744 0.236
H -2.8209 -0.3045 -1.7898 0.267
H 1.1804 -2.1545 -0.3024 0.344
H 0.5605 -0.1276 3.1262 0.179
H 1.5467 1.2730 0.7359 0.395
H 1.7632 1.7005 2.4026 0.341
N 0.5529 -1.6811 -1.0029 -0.670
N 0.2613 -0.8698 1.1681 -0.523
N 1.9233 0.7500 1.5812 -0.813
O -0.4928 1.2621 -0.3075 -0.518
```



Computed relative energies in units of kcal/mol: arrangement a 0.0; arrangement b 42.1



Arrangement a

# H12NO9

7 unconnected molecules or ions with the total composition H12NO9 (the ωB97M-V functional and the def2-TZVPD basis, the Open Molecules 2025 dataset).

frontier orbital gap	9.4	eV
HOMO	-6.1	eV
net charge	-1

XYZ file:
```
22
Properties=species:S:1:pos:R:3:nbo_charge:R:1
N 0.3033 -0.4456 1.6646 0.715
O -0.8966 -0.5639 1.2956 -0.596
O 1.0837 -1.3664 1.6161 -0.502
O 0.7727 0.6806 1.3987 -0.572
O 2.1316 1.8973 -0.5249 -0.977
H 2.0785 1.4226 0.3329 0.505
H 3.0854 2.0687 -0.6100 0.467
O -0.4869 2.6691 -0.9444 -0.973
H -0.6667 3.3992 -0.3722 0.460
H 0.3228 2.2667 -0.6543 0.503
O -2.7318 -2.1004 -0.2034 -0.966
H -2.1240 -1.6191 0.3330 0.497
H -2.4922 -1.9211 -1.1316 0.458
O -2.8653 1.8920 0.8328 -0.973
H -2.5938 2.0468 -0.0671 0.475
H -2.4479 1.0263 1.0069 0.492
O 0.5525 -0.9343 -1.3958 -0.936
H 0.1008 -1.8191 -1.3892 0.456
H 0.3947 -0.6273 -0.5080 0.483
O 2.4461 -2.9674 -0.1691 -0.961
H 1.8842 -2.6476 -0.9623 0.465
H 2.1491 -2.3573 0.4517 0.481
```



Arrangement b

# H12NO9

7 unconnected molecules or ions with the total composition H12NO9 (the ωB97M-V functional and the def2-TZVPD basis, the Open Molecules 2025 dataset).

frontier orbital gap	9.8	eV
HOMO	-6.5	eV
net charge	-1

XYZ file:
```
22
Properties=species:S:1:pos:R:3:nbo_charge:R:1
N 0.3651 0.0254 -0.1727 0.731
O -0.5855 0.8407 -0.2748 -0.599
O 1.3170 0.0658 -0.9528 -0.508
O 0.3059 -0.8465 0.7187 -0.556
O 2.5090 -1.6273 -2.8232 -0.967
H 2.1748 -1.0781 -2.0887 0.500
H 2.8690 -0.9914 -3.4457 0.451
O 0.7949 2.0555 2.1242 -0.959
H 1.4759 2.4192 1.5516 0.461
H 0.1436 1.6934 1.5030 0.488
O 3.0903 -1.7595 1.1048 -0.967
H 2.1687 -1.6959 0.8040 0.496
H 3.1008 -1.1973 1.8840 0.457
O -2.1963 -1.4815 -1.4467 -0.951
H -1.9517 -0.7945 -0.8087 0.489
H -3.0222 -1.1665 -1.8227 0.456
O -2.0008 -0.6779 2.4164 -0.967
H -2.2141 -1.4480 2.9491 0.451
H -1.1267 -0.8734 2.0370 0.500
O -2.3370 2.9382 -1.4625 -0.957
H -1.8564 2.3116 -0.9045 0.500
H -3.0242 3.2883 -0.8898 0.454
```



Arrangement c

# H12NO9

7 unconnected molecules or ions with the total composition H12NO9 (the ωB97M-V functional and the def2-TZVPD basis, the Open Molecules 2025 dataset).

frontier orbital gap	9.7	eV
HOMO	-6.5	eV
net charge	-1

XYZ file:
```
22
Properties=species:S:1:pos:R:3:nbo_charge:R:1
N 1.1690 0.0763 -0.8182 0.720
O 2.0363 0.7450 -0.2366 -0.549
O 0.3578 -0.6147 -0.1825 -0.569
O 0.7977 0.4190 -1.9704 -0.536
O -1.9345 -2.7157 -0.7518 -0.980
H -1.4048 -2.6297 0.0541 0.493
H -1.6259 -2.0227 -1.3725 0.474
O -0.8224 -2.6317 1.9113 -0.967
H -0.0681 -2.1891 1.4903 0.498
H -1.0810 -2.0321 2.6119 0.479
O -1.5866 1.5252 0.4275 -0.967
H -1.2963 0.7883 -0.1461 0.497
H -1.0489 1.5296 1.2424 0.464
O 2.3889 3.5208 -0.5504 -0.948
H 2.4772 2.6050 -0.7958 0.486
H 2.2762 3.2593 0.3382 0.453
O -1.8781 0.6487 -2.4914 -0.988
H -0.9551 0.3665 -2.4754 0.502
H -2.4814 0.0567 -3.0198 0.463
O 1.2603 -0.3111 2.4033 -0.984
H 1.3379 -0.1897 1.4847 0.497
H 2.0819 -0.2038 2.8472 0.462
```



Computed relative energies in units of kcal/mol: arrangement a 26.3; arrangement b 0.0; arrangement c 11.2



Arrangement a

# C7H10N

A gas-phase ion, C7H10N (charge +1) (the ωB97M-V functional and the def2-TZVPD basis, the Open Molecules 2025 dataset).

frontier orbital gap (spin up / spin down)	7.8 / 7.8	eV
HOMO (spin up / spin down)	-13.6 / -13.6	eV
structure (SMILES)	CC/C=C\C#CC=[NH2+]
net charge	+1

XYZ file:
```
18
Properties=species:S:1:pos:R:3:nbo_charge:R:1
C -0.8647 1.0860 -0.2267 0.269
C -1.6516 0.1296 -0.3540 -0.190
C 0.2818 1.8122 -0.0040 -0.403
C 1.3939 1.0798 0.2358 0.104
C -2.6553 -0.7839 -0.1834 0.193
C 1.4503 -0.3711 0.1293 -0.499
C 2.9038 -0.8229 -0.1621 -0.632
N -3.8802 -0.3125 0.2214 -0.637
H 0.3973 2.8832 0.2959 0.279
H 2.2757 1.6279 0.5940 0.231
H -2.6633 -1.8448 -0.4550 0.259
H 0.9313 -0.6871 0.9885 0.254
H 3.3607 -1.8186 0.1597 0.249
H 3.6576 -0.1983 0.2078 0.222
H 3.0385 -0.8112 -1.2811 0.229
H 0.6208 -0.5946 -0.6312 0.238
H -4.0898 0.6240 0.0886 0.425
H -4.5070 -0.9978 0.3765 0.410
```



Arrangement b

# C7H10N

A gas-phase ion, C7H10N (charge +1) (the ωB97M-V functional and the def2-TZVPD basis, the Open Molecules 2025 dataset).

frontier orbital gap	8.8	eV
HOMO	-15.0	eV
structure (SMILES)	C[C@@H]1C=CC#[N+][C@H]1C
net charge	+1

XYZ file:
```
18
Properties=species:S:1:pos:R:3:nbo_charge:R:1
C 2.4083 0.1075 -0.4077 0.649
C 2.1894 1.2867 0.3162 -0.381
C 0.8940 1.2442 0.7132 0.039
C -0.2134 0.3766 0.1402 -0.273
C 0.2597 -2.1285 0.5766 -0.627
C -0.8803 1.2595 -0.9891 -0.632
C 0.3468 -1.0724 -0.5040 0.023
N 1.8217 -0.9147 -0.6707 -0.273
H 3.0161 1.9741 0.4392 0.293
H 0.6591 2.0463 1.2363 0.232
H -0.8454 0.2191 0.9971 0.257
H 0.9526 -2.0162 1.4383 0.242
H 0.5269 -3.0519 0.0783 0.248
H -0.7678 -1.9820 0.9796 0.241
H -1.9424 0.8120 -1.2816 0.250
H -0.3156 1.2580 -1.8640 0.220
H -1.0462 2.3507 -0.9124 0.257
H -0.0107 -1.2330 -1.4326 0.234
```



Computed relative energies in units of kcal/mol: arrangement a 0.0; arrangement b 15.5